[1]
A molecular structure, C22H25ClIrNO5 at a distorted geometry, computed with ωB97M-V/def2-TZVPD.

```
55
Properties=species:S:1:pos:R:3:forces:R:3:mulliken_charge:R:1
C 2.176 0.064 0.879 1.476 0.507 -1.371 -0.27
C 2.226 -0.662 -0.373 1.172 1.199 0.093 -1.28
C 1.830 0.251 -1.424 1.090 0.304 -0.164 0.04
H 2.494 -1.702 -0.491 0.061 0.180 -0.025 0.52
C 1.565 1.539 -0.825 0.844 -0.873 0.065 -0.29
C 1.772 1.425 0.588 0.922 -0.849 -0.432 -0.77
H 1.289 2.444 -1.351 -0.099 -0.179 0.049 0.45
C -1.292 -1.503 1.257 -0.709 -2.116 -2.080 -0.76
C -0.168 -2.266 0.733 -1.568 0.090 -0.174 -0.89
C -0.270 -2.274 -0.704 -1.218 -0.098 0.385 -0.58
H 0.611 -2.707 1.320 0.101 -0.122 0.204 0.45
C -1.436 -1.493 -1.071 0.441 -1.196 -0.462 -0.05
C -2.070 -1.028 0.131 1.283 -0.796 0.697 -0.93
H 1.803 0.026 -2.482 0.040 0.091 0.085 0.49
H 1.665 2.213 1.317 -0.204 -0.124 0.021 0.50
H 2.414 -0.342 1.846 -0.093 0.062 0.024 0.42
H -2.990 -0.457 0.196 0.288 -0.004 0.015 0.39
H 0.432 -2.732 -1.390 -0.252 -0.007 0.118 0.48
H -1.559 -1.364 2.269 -0.282 -0.166 0.505 0.87
Ir 0.121 -0.104 -0.055 -3.202 1.946 0.954 1.36
C -1.988 -1.325 -2.480 0.255 0.472 0.227 2.84
C -3.497 -1.593 -2.455 0.051 -0.115 -0.087 -1.88
C -1.288 -2.275 -3.464 -0.105 0.156 0.141 -2.04
H -3.678 -2.613 -2.098 -0.040 0.150 0.005 0.44
H -3.901 -1.477 -3.462 -0.035 -0.032 0.242 0.49
H -4.002 -0.889 -1.783 -0.014 -0.139 -0.161 0.33
H -1.489 -3.315 -3.181 0.090 0.161 -0.104 0.46
H -0.200 -2.110 -3.470 -0.250 -0.039 -0.063 0.28
H -1.682 -2.098 -4.469 0.096 -0.079 0.109 0.46
C -1.675 0.143 -2.851 0.030 0.003 -0.253 -0.46
C -2.224 0.655 -4.173 -0.530 -0.227 -0.825 0.11
H -0.576 0.266 -2.864 -0.525 -0.103 0.019 -0.48
H -2.051 0.813 -2.058 0.050 -0.133 -0.194 0.54
O -3.135 0.135 -4.826 1.038 0.540 0.762 -0.69
N -1.612 1.791 -4.630 0.079 0.212 0.107 -0.02
C -0.429 2.446 -4.077 -0.281 -0.114 -0.071 -1.08
H -1.945 2.111 -5.531 0.011 -0.091 0.171 0.30
C 0.891 1.857 -4.548 0.203 -0.153 -0.153 0.84
C 2.075 2.490 -4.148 0.033 -0.302 -0.194 -0.30
H 2.015 3.372 -3.505 0.091 -0.188 -0.232 0.46
C 3.312 1.992 -4.555 -0.166 -0.044 0.000 -0.65
H 4.224 2.497 -4.235 -0.202 -0.166 -0.102 0.39
C 3.380 0.851 -5.363 -0.217 0.026 0.066 -0.50
H 4.348 0.461 -5.681 -0.294 0.121 0.093 0.39
C 2.201 0.212 -5.759 -0.082 0.173 0.169 -0.64
H 2.237 -0.680 -6.387 0.041 0.275 0.179 0.40
C 0.955 0.713 -5.354 0.251 0.182 0.110 -0.18
H 0.034 0.218 -5.678 0.346 0.175 0.123 0.39
H -0.460 2.409 -2.976 -0.110 0.092 -0.376 0.11
H -0.472 3.508 -4.363 -0.006 -0.305 0.130 0.52
O 0.305 -1.359 4.146 -0.309 1.324 -0.564 -0.57
Cl 0.003 0.008 3.747 0.208 1.135 -1.956 1.59
O -1.326 0.419 4.154 1.208 -0.554 -0.041 -0.58
O 1.039 0.949 4.151 -1.064 -1.154 0.028 -0.62
O 0.011 0.101 2.170 0.060 0.895 4.188 -0.78
```
Forces are in eV/Å.

Its expectation value of S² is 6.02. For the HOMO energy (alpha / beta), the calculation gives -0.235 / -0.338 Ha. As for the spin multiplicity: 5. The total energy is -50294.9688 eV. The calculation puts the orbital gap (alpha / beta) at 6.65 / 6.94 eV.

[2]
A molecular structure, C22H25F3N2O5S3 at a distorted geometry, computed with ωB97M-V/def2-TZVPD.

```
60
Properties=species:S:1:pos:R:3:forces:R:3:mulliken_charge:R:1
C -1.436 -1.142 -2.417 -0.313 -0.720 0.052 -0.85
C -1.111 0.314 -2.111 -0.419 -0.144 -1.027 -1.08
C 0.405 0.466 -1.703 -1.420 -0.456 0.415 -0.07
C 0.928 -0.905 -2.014 1.337 -0.021 -2.266 -0.11
N 2.156 -1.168 -2.391 -0.552 -0.138 1.192 0.30
C 3.233 -0.236 -2.039 0.575 0.164 0.340 0.04
C 4.595 -0.670 -2.552 0.184 -0.500 -0.173 -0.77
O 4.806 -2.066 -2.342 -0.578 0.218 -0.511 -0.38
C 3.879 -2.862 -3.096 1.229 0.672 0.129 -0.73
C 2.433 -2.568 -2.751 0.513 -0.938 0.061 -0.43
C -0.096 -1.864 -2.479 -1.384 -0.526 -0.001 -1.25
H -2.080 -1.611 -1.669 0.160 0.303 0.017 0.19
H -1.947 -1.248 -3.383 0.079 0.123 0.256 0.48
H -1.196 0.850 -3.064 -0.231 0.248 0.274 0.42
H -1.891 0.679 -1.433 0.710 -0.249 -0.432 0.18
H 0.808 1.198 -2.436 0.363 -0.332 0.734 1.41
H 2.994 0.749 -2.456 -0.077 -0.126 0.174 0.23
H 3.294 -0.153 -0.948 -0.314 -0.239 -0.303 0.12
H 4.669 -0.397 -3.630 0.315 -0.305 0.500 0.37
H 5.382 -0.181 -1.944 -0.476 -0.025 -0.619 0.33
H 4.031 -2.689 -4.181 0.202 -0.147 0.417 0.37
H 4.142 -3.895 -2.814 -0.338 0.384 -0.436 0.32
H 2.159 -3.255 -1.932 -0.231 0.682 -0.049 0.37
H 1.867 -2.860 -3.642 -0.162 0.224 0.296 0.24
H -0.098 -2.805 -1.926 0.135 0.099 0.200 0.40
H 0.043 -2.150 -3.533 0.575 0.170 0.318 0.50
F -1.051 4.193 3.072 -0.872 -0.446 0.416 -0.22
C -1.541 2.942 2.878 -0.179 0.246 -0.948 0.80
F -1.385 2.229 4.012 -0.318 0.849 -1.000 -0.17
F -2.886 3.045 2.584 1.891 -0.235 0.313 -0.24
S -0.359 2.144 1.653 -1.070 -0.485 3.105 0.01
N 0.618 -1.093 2.606 -1.580 2.037 -2.520 -0.36
S -0.715 -1.382 3.606 -0.279 0.627 1.302 1.38
C -2.447 -0.706 3.448 -0.043 -0.305 -0.664 0.13
C -3.121 -0.428 4.643 0.479 0.197 0.007 -0.62
C -4.474 -0.103 4.627 -0.171 -0.030 -0.211 -0.48
C -5.186 -0.068 3.425 0.501 -0.164 -0.007 -0.46
C -4.521 -0.391 2.240 -0.205 0.125 0.326 -0.54
C -3.171 -0.735 2.259 0.174 0.093 -0.297 -0.20
O -0.916 -2.801 3.458 -0.050 -0.053 0.203 -0.66
O -0.372 -0.795 4.897 0.347 -0.777 -1.001 -0.73
S 0.479 -0.815 0.978 -1.393 -1.144 2.066 0.89
C 0.543 1.005 -0.244 -0.661 -1.369 -0.068 0.06
C -0.577 2.099 -0.135 0.102 0.046 1.614 0.39
C -0.158 3.433 -0.633 1.816 0.852 -0.475 -1.11
C 1.174 3.752 -0.624 -2.400 0.773 -1.783 -0.45
C 2.142 2.819 -0.200 1.450 -1.367 0.509 -1.00
C 1.852 1.534 0.116 1.163 2.118 -0.555 -0.94
O 1.701 -1.513 0.536 -0.818 1.139 -1.431 -0.67
O -0.860 -1.162 0.435 1.642 -0.299 0.112 -0.64
H -2.578 -0.450 5.584 -0.051 0.015 -0.229 0.47
H -4.982 0.116 5.566 0.154 -0.051 -0.209 0.35
H -6.243 0.181 3.419 0.145 0.001 -0.014 0.39
H -5.068 -0.376 1.299 0.146 -0.072 0.144 0.38
H -2.672 -1.022 1.337 -0.183 0.100 0.299 0.54
H -1.578 1.833 -0.478 0.664 0.042 0.659 0.76
H -0.927 4.164 -0.906 0.297 -0.307 0.108 0.47
H 1.513 4.702 -1.045 -0.230 -0.147 0.434 0.45
H 3.177 3.159 -0.151 -0.220 0.003 0.476 0.49
H 2.614 0.961 0.624 -0.134 -0.434 -0.241 0.94
```
Forces are in eV/Å.

For the HOMO energy, the calculation gives -0.308 Ha. The total energy is -77087.9170 eV. The calculation puts the orbital gap at 7.29 eV.

[3]
A molecular structure, C22H25N11OSTi at a distorted geometry, computed with ωB97M-V/def2-TZVPD.

```
61
Properties=species:S:1:pos:R:3:forces:R:3:mulliken_charge:R:1
Ti -0.678 -0.429 -1.305 2.719 -1.430 0.389 -0.15
N -0.756 -4.182 -2.767 -0.114 -0.001 -0.075 -0.46
C -1.018 -2.855 -2.641 0.121 0.170 -0.287 0.73
S 0.220 -1.738 -3.174 -0.116 -0.262 -0.323 -0.56
N -2.177 -2.529 -2.110 -0.238 -0.336 0.147 -1.58
N -2.324 -1.161 -1.962 -2.149 -0.710 -0.940 1.11
C -3.488 -0.611 -1.968 0.055 -0.295 -0.185 -0.43
C -3.602 0.826 -1.964 0.121 0.291 -0.013 0.49
C -4.861 1.442 -1.942 -0.023 -0.123 -0.029 -0.88
C -4.996 2.802 -2.100 -0.036 0.091 0.014 -0.64
C -3.859 3.583 -2.321 0.014 -0.113 -0.004 -0.48
C -2.607 3.006 -2.347 0.050 0.083 0.066 -0.55
C -2.446 1.634 -2.125 -0.289 -0.087 -0.094 0.92
O -1.230 1.112 -2.086 -1.055 1.716 -0.569 -0.69
H -0.017 -4.431 -3.399 0.033 -0.013 0.058 0.23
H -1.539 -4.813 -2.699 -0.002 0.025 0.029 0.26
H -4.381 -1.226 -2.053 0.024 -0.036 -0.076 0.32
H -5.739 0.820 -1.811 0.003 -0.001 -0.001 0.38
H -5.975 3.262 -2.067 -0.003 -0.012 -0.016 0.39
H -3.958 4.649 -2.476 -0.006 0.007 0.008 0.38
H -1.716 3.596 -2.519 -0.001 0.001 0.036 0.46
N -2.751 -2.251 0.811 0.046 0.005 -0.061 -0.21
C -2.148 -1.200 1.396 -0.046 0.044 0.034 0.26
N -2.461 -0.988 2.672 0.004 -0.031 0.035 -0.84
C -1.848 0.062 3.242 -0.012 -0.052 -0.046 0.22
N -2.164 0.294 4.545 -0.033 0.004 -0.032 -0.40
N -0.943 0.843 2.682 -0.004 0.080 0.031 -0.73
C -0.651 0.553 1.398 0.059 0.083 0.002 -0.53
N -1.301 -0.437 0.675 -0.182 0.488 0.941 0.84
C 0.367 1.277 0.729 0.037 -0.053 0.091 1.27
C 0.898 2.487 1.245 0.167 -0.044 0.061 -0.96
C 1.810 3.186 0.514 -0.012 -0.038 0.012 -0.59
C 2.213 2.694 -0.756 0.021 0.029 0.013 -0.87
C 1.669 1.517 -1.198 0.126 -0.066 0.078 -0.66
N 0.787 0.787 -0.493 0.616 0.929 0.473 0.64
H -3.291 -2.837 1.422 -0.008 0.003 0.001 0.31
H -2.464 -2.605 -0.093 -0.008 -0.015 0.015 0.17
H -3.002 -0.145 4.883 0.010 0.013 0.026 0.26
H -1.904 1.188 4.922 0.005 0.001 0.001 0.26
H 0.542 2.828 2.207 0.002 0.016 -0.007 0.50
H 2.209 4.122 0.884 -0.006 0.002 0.012 0.44
H 2.913 3.239 -1.372 0.006 -0.029 -0.015 0.53
H 1.938 1.111 -2.168 -0.035 0.016 -0.011 0.46
N 0.508 -2.136 -0.268 0.136 -0.265 0.035 -0.43
C 1.555 -1.903 0.172 0.025 -0.125 0.258 0.43
N 2.719 -1.637 0.692 -0.012 -0.036 -0.119 0.19
C 3.899 -1.527 -0.173 0.057 0.021 -0.022 -0.77
C 4.679 -0.247 0.136 0.012 0.001 0.002 -0.45
C 4.619 0.120 1.630 -0.008 -0.051 0.027 -0.41
C 4.278 -1.098 2.486 -0.012 0.062 -0.073 -0.96
C 2.870 -1.568 2.155 -0.016 0.057 0.111 -0.47
H 3.551 -1.530 -1.205 -0.012 -0.037 0.009 0.37
H 4.527 -2.413 -0.039 -0.016 0.005 0.032 0.40
H 4.282 0.575 -0.458 0.004 -0.002 0.009 0.13
H 5.713 -0.406 -0.176 0.003 0.012 -0.012 0.42
H 3.849 0.880 1.790 -0.008 0.013 -0.016 0.13
H 5.566 0.555 1.950 -0.008 0.026 -0.009 0.40
H 4.318 -0.856 3.547 0.002 -0.012 0.007 0.43
H 5.000 -1.900 2.311 0.007 -0.005 0.024 0.33
H 2.143 -0.848 2.539 -0.029 -0.002 -0.022 0.30
H 2.654 -2.543 2.600 0.013 -0.011 -0.029 0.37
```
Forces are in eV/Å.

As for the relative energy (zero: lowest compared OMol25 entry of this formula, charge and spin): 110.9 kJ/mol. Its expectation value of S² is 2.02. For the HOMO energy (alpha / beta), the calculation gives -0.193 / -0.291 Ha. As for the spin multiplicity: 3. The total energy is -75612.7550 eV. The calculation puts the orbital gap (alpha / beta) at 5.82 / 8.17 eV.

[4]
2 unconnected molecules or ions with the total composition C22H25N2O2 at a distorted geometry, computed with ωB97M-V/def2-TZVPD.

```
51
Properties=species:S:1:pos:R:3:forces:R:3:mulliken_charge:R:1
C -2.798 0.383 2.427 0.519 0.068 -0.553 -0.59
O -1.874 0.220 1.307 -0.107 0.322 0.950 -0.34
C -0.679 0.984 1.472 -0.507 0.742 -0.679 -0.38
C 0.524 0.550 0.627 -0.263 -0.328 0.002 0.49
C 1.637 1.394 0.699 0.102 -0.225 -0.304 -0.81
C 2.814 1.095 0.015 -0.180 0.103 -0.186 -0.55
C 2.910 -0.034 -0.818 -0.620 -0.123 0.891 0.78
C 4.161 -0.255 -1.618 0.289 -0.070 -0.216 -1.45
C 1.815 -0.919 -0.822 0.039 0.329 -0.172 -0.40
C 0.617 -0.623 -0.135 0.331 0.336 -0.049 -0.53
H -3.596 -0.361 2.291 0.328 0.305 -0.048 0.26
H -2.279 0.174 3.391 -0.206 0.143 -0.514 0.22
H -3.260 1.403 2.477 0.510 -0.699 -0.194 0.26
H -0.872 2.078 1.280 -0.012 -0.845 -0.096 0.29
H 1.532 2.326 1.253 0.245 -0.153 0.010 0.38
H 3.676 1.766 0.090 -0.342 -0.125 -0.061 0.38
H 4.110 -1.141 -2.249 -0.100 -0.098 0.108 0.36
H 4.354 0.581 -2.295 -0.136 0.040 0.083 0.35
H 5.057 -0.338 -0.992 -0.210 -0.044 0.044 0.32
H 1.901 -1.844 -1.408 -0.204 0.450 0.188 0.32
H -0.255 -1.268 -0.254 0.289 0.094 0.207 0.44
H -0.389 0.963 2.511 0.248 -0.256 0.651 0.19
C 0.621 -1.263 6.874 0.448 -0.302 -1.236 -0.46
H 0.076 -0.468 7.374 0.087 0.010 -0.168 0.54
C -0.004 -2.498 6.636 0.130 -0.603 -0.263 -0.56
C 0.694 -3.502 5.950 -0.232 0.005 0.206 0.07
N 2.034 -3.396 5.763 -0.700 0.967 1.115 0.36
C 2.888 -4.573 5.410 0.216 -0.136 -0.183 -1.80
C 3.253 -4.587 3.959 -0.093 0.352 -0.487 1.24
C 4.398 -3.922 3.506 -0.224 -0.289 -0.101 -0.24
C 4.692 -3.910 2.140 -0.142 -0.016 0.045 -0.76
C 3.809 -4.508 1.231 -0.056 -0.230 0.302 -0.36
C 2.642 -5.147 1.689 0.350 0.196 0.027 -0.74
C 2.380 -5.194 3.057 0.110 0.036 -0.136 -0.35
C 2.633 -2.204 5.998 -0.140 -1.385 -0.495 0.03
C 1.903 -1.065 6.304 -0.690 -0.418 0.359 -0.27
C 2.575 0.178 5.791 1.913 1.142 0.173 0.58
N 1.933 1.378 5.828 0.134 -0.469 -0.286 -0.42
O 3.720 0.081 5.352 -1.279 -0.137 0.398 -0.61
H -1.050 -2.698 6.935 0.794 0.257 -0.272 0.40
H 0.226 -4.407 5.538 0.202 0.421 0.555 0.39
H 3.793 -4.461 6.013 -0.255 -0.210 0.124 0.53
H 2.343 -5.486 5.675 0.141 0.350 0.169 0.57
H 5.053 -3.444 4.237 -0.021 -0.120 -0.332 0.33
H 5.617 -3.439 1.796 -0.416 -0.156 0.058 0.39
H 4.054 -4.523 0.167 -0.140 0.094 0.365 0.44
H 1.952 -5.615 0.986 0.260 0.127 0.172 0.40
H 1.502 -5.715 3.449 0.190 0.100 -0.273 0.34
H 3.712 -2.262 5.920 -0.133 0.692 -0.341 0.45
H 0.947 1.425 5.950 -0.583 -0.024 0.185 0.22
H 2.319 2.106 5.235 0.119 -0.220 0.262 0.29
```
Forces are in eV/Å.

As for the relative energy (zero: lowest compared OMol25 entry of this formula, charge and spin): 65.0 kJ/mol. For the HOMO energy, the calculation gives -0.391 Ha. The total energy is -30287.7994 eV. The calculation puts the orbital gap at 6.09 eV. Its charge is +1.